No. 1
145
Properties=species:S:1:pos:R:3:mulliken_charge:R:1 method="wB97M-V/def2-TZVPD" s_squared=0.750 homo_ev="-0.4 / -7.0" multiplicity=2 lumo_energy_ev="1.885 / 1.857" max_force_ev_per_a=4.6 charge=-1
C 2.6530 -1.9738 -2.6687 -0.44
C 3.6308 -1.0958 -1.9030 0.39
O 3.2070 -0.5159 -0.9337 -0.28
N 4.8952 -1.0735 -2.2876 -0.12
C 5.9025 -0.3098 -1.6455 -0.94
H 1.9600 -1.3020 -3.1752 0.22
H 2.0583 -2.5763 -1.9821 -0.26
H 3.0829 -2.5896 -3.4587 0.45
H 5.1058 -1.5589 -3.1478 0.25
H 6.2385 -0.7971 -0.7302 0.24
H 5.5834 0.7220 -1.4984 0.19
H 6.7613 -0.2193 -2.3107 0.39
C 1.8483 2.5782 -2.7641 -0.79
C 1.4202 3.8603 -2.0487 0.70
O 0.2520 4.2208 -2.1990 -0.67
N 2.3625 4.5347 -1.4126 -0.10
C 2.1238 5.8150 -0.6900 -0.79
H 1.2502 1.6949 -2.5399 -0.04
H 2.8880 2.3266 -2.5551 0.24
H 1.7811 2.7141 -3.8435 0.44
H 3.3173 4.2056 -1.4238 0.31
H 1.0721 6.0972 -0.6422 0.29
H 2.7516 6.6199 -1.0721 0.36
H 2.4966 5.7441 0.3318 0.12
C -5.1132 -5.8425 -2.5637 -0.99
C -5.1746 -4.8636 -1.3883 0.72
O -5.9885 -5.0550 -0.5103 -0.70
N -4.2381 -3.9484 -1.3410 0.33
C -4.2178 -2.8821 -0.4043 -1.30
H -5.4605 -5.2600 -3.4171 0.26
H -5.8981 -6.5751 -2.3758 0.32
H -4.0983 -6.2295 -2.6551 0.20
H -3.5419 -3.8900 -2.0704 -0.01
H -4.2780 -3.2839 0.6071 0.37
H -5.0934 -2.2413 -0.5087 0.57
H -3.4120 -2.1608 -0.5397 0.13
C 3.6229 -6.9042 1.5506 -1.66
C 3.0808 -5.6363 0.9104 -0.49
O 2.5636 -5.6467 -0.1865 -0.23
N 3.1668 -4.5349 1.6634 1.50
C 2.6710 -3.1943 1.3294 -0.60
H 4.3374 -6.6899 2.3454 0.68
H 4.0905 -7.4714 0.7459 0.36
H 2.7918 -7.5032 1.9230 0.21
H 3.6364 -4.5346 2.5576 0.51
H 3.4650 -2.4588 1.4589 -0.08
H 1.8332 -2.7886 1.8964 -0.46
H 2.3584 -3.2529 0.2869 -0.33
C 0.2541 -6.4686 -2.9864 -1.24
C -0.6201 -5.4247 -2.2653 0.73
O -1.7649 -5.0998 -2.5646 -0.56
N 0.0073 -4.8816 -1.2266 0.42
C -0.5886 -3.8476 -0.3617 -0.73
H 0.9591 -6.0999 -3.7315 0.22
H -0.5294 -7.1391 -3.3394 0.39
H 0.8500 -6.9855 -2.2342 0.33
H 0.8888 -5.2903 -0.9511 0.13
H -1.6766 -3.8871 -0.4152 0.09
H -0.1533 -2.8886 -0.6425 0.10
H -0.3738 -3.9068 0.7053 0.28
C 2.7258 3.7102 4.5126 -1.08
C 3.0358 3.8076 2.9723 0.82
O 3.2648 4.8904 2.4541 -0.73
N 3.1691 2.6956 2.2358 0.74
C 3.7969 2.5516 0.9337 -0.44
H 3.2187 4.5190 5.0520 0.38
H 3.0641 2.7772 4.9632 0.31
H 1.6508 3.7305 4.6917 0.11
H 2.9629 1.8369 2.7258 -0.28
H 4.5068 3.3389 0.6801 0.42
H 3.0489 2.5615 0.1409 -0.12
H 4.4519 1.6816 0.9792 0.00
C 1.6453 -1.7473 4.5303 -1.94
C 2.6483 -0.8012 3.8618 -2.18
O 2.2381 0.2885 3.4429 1.03
N 3.9341 -1.1414 3.7091 1.16
C 4.9851 -0.2383 3.2574 -1.69
H 0.6956 -1.7194 3.9960 0.00
H 1.5827 -1.3867 5.5570 0.58
H 2.0420 -2.7525 4.6725 0.59
H 4.2697 -2.0899 3.7981 0.41
H 4.7766 0.8009 3.5118 0.35
H 5.1617 -0.3214 2.1850 0.00
H 5.8736 -0.3588 3.8773 0.80
C -3.7202 0.5738 4.9714 -0.48
C -3.2151 1.3984 3.8092 -0.10
O -3.0118 0.5324 2.6611 -0.28
S -3.3990 -1.0866 3.0140 1.22
O -2.4314 -2.0522 2.5159 -0.42
O -4.8223 -1.4246 2.8377 -0.63
O -3.1796 -0.6979 4.6677 -0.44
H -4.8092 0.5353 4.9463 0.32
H -3.4811 0.9790 5.9546 0.34
H -2.2603 1.8938 3.9849 0.14
H -3.9875 2.0746 3.4427 0.26
C 0.1233 -0.2200 1.0203 0.99
C 0.2958 1.3132 0.7618 1.13
O -0.9357 1.7329 0.2937 0.14
S -1.6994 0.5337 -0.5582 0.42
O -1.2563 0.4684 -1.9664 -0.17
O -3.1599 0.6194 -0.3026 -0.43
O -1.0022 -0.6621 0.3669 0.03
H -0.1760 -0.4611 2.0403 -0.37
H 0.9908 -0.7657 0.6491 -0.76
H 1.0098 1.5006 -0.0402 -0.86
H 0.4354 1.9434 1.6401 -0.01
C -0.5351 6.1816 3.7741 -0.58
C -0.9389 4.8826 3.1245 0.33
C -0.8529 5.0811 1.6155 0.52
O -0.5476 6.4415 1.4350 -0.50
C 0.0620 6.9048 2.6313 -0.41
H 0.1770 6.0148 4.5822 0.31
H -1.3539 6.7841 4.1675 0.23
H -1.9633 4.5618 3.3140 0.23
H -0.2585 4.0857 3.4245 -0.37
H -1.8151 4.8369 1.1653 0.02
H -0.0208 4.4920 1.2301 -0.37
H 0.0518 7.9903 2.7293 0.46
H 1.1371 6.7264 2.6097 0.09
C -2.6415 -0.3901 -5.5889 0.10
C -2.9133 -1.7738 -5.0514 -0.61
C -1.7026 -2.1933 -4.2430 0.68
O -0.6729 -1.2215 -4.6077 -0.38
C -1.1234 -0.3919 -5.7261 -0.76
H -2.9507 0.4589 -4.9793 -0.36
H -3.0970 -0.2049 -6.5617 0.41
H -3.0786 -2.4525 -5.8881 0.41
H -3.8378 -1.6414 -4.4894 0.26
H -1.4457 -3.1930 -4.5934 0.18
H -2.0005 -2.1603 -3.1951 -0.53
H -0.7218 -0.7341 -6.6799 0.31
H -0.7328 0.6210 -5.6277 0.37
C -5.1295 2.8191 -1.9058 -0.66
C -4.2122 3.6338 -1.0336 0.04
C -3.1306 4.1650 -2.0079 -0.06
O -3.5030 3.6012 -3.2852 -0.55
C -4.3095 2.4410 -3.1269 0.42
H -5.9824 3.4187 -2.2238 0.31
H -5.4650 1.8885 -1.4482 0.24
H -3.7306 3.0869 -0.2230 -0.36
H -4.7521 4.4716 -0.5923 0.54
H -2.1264 3.9391 -1.6491 -0.16
H -3.2957 5.2327 -2.1520 0.40
H -3.6946 1.5429 -3.0695 -0.54
H -4.9482 2.3370 -4.0040 0.45

***

No. 2
148
Properties=species:S:1:pos:R:3:mulliken_charge:R:1 method="wB97M-V/def2-TZVPD" smiles="C=C[C@H]1COS(=O)(=O)[C@@](N=C(C)C)(N(C(=O)F)C(=O)F)[C@H]1CCCSC(=S)N(CC)CC.CN(C)P(=O)(N(C)C)N(C)C.CN(C)P(=O)(N(C)C)N(C)C.CN(C)P(=O)(N(C)C)N(C)C" homo_ev=-7.4 lumo_energy_ev=-0.334 max_force_ev_per_a=6.6
C -7.3477 -1.3087 -0.0425 -0.93
C -7.5773 -0.0855 -0.5023 -0.77
C -6.5417 0.8001 -1.1606 1.65
C -7.2344 1.5063 -2.3313 -1.36
O -6.5841 2.6808 -2.8583 -0.44
S -6.1890 3.7974 -1.7734 1.73
O -6.8883 5.0197 -2.0107 -0.68
O -4.7875 4.0057 -1.9812 -0.64
C -6.4477 3.1276 -0.0689 -0.39
N -5.7251 3.8104 0.9565 -0.26
C -5.3585 5.0430 0.8097 0.88
C -3.8678 5.3354 0.7974 -1.26
C -6.2482 6.2548 0.7496 -1.38
N -7.8787 2.8439 0.3301 1.05
C -8.8990 3.6756 -0.2142 0.40
O -9.0407 4.8557 -0.1100 -0.38
F -9.8558 2.9781 -0.8687 -0.27
C -8.1141 2.7788 1.7298 0.34
O -8.2848 3.6771 2.4907 -0.44
F -8.2246 1.5210 2.1811 -0.24
C -5.7483 1.7194 -0.1902 1.74
C -5.3353 1.0907 1.1378 -1.67
C -3.7850 1.1649 1.3171 -0.21
C -3.0861 -0.1822 1.0236 -1.11
S -1.5297 0.0388 0.0675 -0.09
C -1.9538 -0.5618 -1.5846 0.13
S -2.3700 -2.1489 -1.6899 -0.21
N -1.8661 0.3142 -2.6352 0.34
C -2.2358 -0.2867 -3.9255 -1.03
C -3.7547 -0.4247 -4.1647 -0.99
C -2.5902 1.5902 -2.4161 -0.58
C -1.7435 2.6805 -1.7194 -0.88
H -7.9388 -1.6435 0.8055 0.28
H -6.6470 -2.0160 -0.4750 0.33
H -8.5909 0.3069 -0.4493 0.27
H -5.8037 0.1107 -1.5951 0.08
H -7.2776 0.7867 -3.1488 0.49
H -8.2780 1.7518 -2.1168 0.46
H -3.6965 6.1383 1.5229 0.56
H -3.5473 5.6291 -0.2001 0.21
H -3.3563 4.4520 1.1752 0.22
H -6.3358 6.7055 -0.2386 0.27
H -5.7743 7.0078 1.3893 0.52
H -7.2082 6.0402 1.2137 0.25
H -4.8188 1.9556 -0.7102 -1.37
H -5.5702 0.0269 1.1861 0.64
H -5.7501 1.5435 2.0352 0.35
H -3.5934 1.3921 2.3711 0.56
H -3.3508 2.0037 0.7748 -0.12
H -2.7513 -0.6123 1.9652 0.41
H -3.7088 -0.8775 0.4606 0.37
H -1.9006 0.4267 -4.6895 0.52
H -1.7068 -1.2100 -4.1342 0.52
H -4.2488 -0.9887 -3.3755 0.17
H -4.2382 0.5409 -4.3138 0.24
H -3.8794 -0.9912 -5.0918 0.50
H -3.5190 1.3684 -1.8869 0.11
H -2.8786 2.0168 -3.3746 0.75
H -0.8905 2.2378 -1.2113 0.05
H -1.3975 3.4080 -2.4516 0.46
H -2.3321 3.1454 -0.9279 -0.24
O 1.2982 -0.4567 -1.5755 -0.62
P 2.7911 -0.2199 -1.6460 0.73
N 2.8482 0.7801 -3.0557 0.38
C 2.8283 0.3487 -4.4381 -1.09
C 2.2487 2.1017 -2.8968 -1.30
N 3.2687 -1.8822 -1.8419 0.18
C 3.3087 -2.5506 -3.1320 -0.85
C 2.6114 -2.7608 -0.8742 -1.25
N 4.4795 0.1824 -1.2369 0.07
C 4.6167 1.1130 -0.1107 -1.26
C 5.5069 0.3889 -2.2153 -0.85
H 3.2293 1.1466 -5.0710 0.43
H 1.8146 0.1015 -4.7845 0.23
H 3.4719 -0.5072 -4.6197 0.32
H 3.0270 2.8743 -2.8530 0.24
H 1.6624 2.1711 -1.9771 0.38
H 1.5721 2.3437 -3.7189 0.42
H 2.3777 -2.4278 -3.7046 0.29
H 3.4818 -3.6198 -2.9988 0.23
H 4.1525 -2.2038 -3.7333 0.21
H 1.5909 -3.0246 -1.1799 0.33
H 2.5506 -2.2796 0.1062 0.36
H 3.1889 -3.6771 -0.7453 0.47
H 4.4065 2.1521 -0.4008 0.36
H 5.6206 1.0680 0.3179 0.44
H 3.9177 0.8414 0.6864 0.28
H 5.4482 1.3748 -2.6982 0.26
H 5.4964 -0.3776 -2.9897 0.21
H 6.4803 0.3135 -1.7230 0.35
O 4.5844 3.9714 2.3202 -0.80
P 4.2740 4.5844 3.6692 0.75
N 5.8746 5.0041 4.1648 0.24
C 6.8645 4.1324 4.7661 -1.14
C 6.5001 6.0711 3.3876 -1.21
N 3.5715 3.1652 4.3997 0.16
C 4.3657 2.1340 5.0464 -1.08
C 2.5832 2.5302 3.5284 -1.08
N 3.5633 5.5640 4.9809 0.06
C 2.9657 6.8256 4.5330 -0.98
C 4.1541 5.6984 6.2816 -0.79
H 7.6133 4.7399 5.2830 0.41
H 7.3744 3.5037 4.0237 0.31
H 6.4452 3.4874 5.5328 0.33
H 6.5466 6.9971 3.9745 0.27
H 5.9409 6.2863 2.4741 0.39
H 7.5140 5.8101 3.0802 0.39
H 5.1974 1.7809 4.4202 0.33
H 3.7424 1.2729 5.2913 0.41
H 4.7558 2.4767 6.0069 0.28
H 3.0485 1.8977 2.7627 0.33
H 1.9804 3.2820 3.0136 0.30
H 1.8974 1.9218 4.1207 0.42
H 3.7243 7.5960 4.3286 0.32
H 2.2672 7.2150 5.2771 0.34
H 2.3957 6.6659 3.6127 0.33
H 5.0034 6.3957 6.2971 0.25
H 4.4843 4.7412 6.6833 0.17
H 3.3968 6.0759 6.9737 0.37
O 3.3112 -6.3829 -1.4825 -0.80
P 3.2029 -7.7308 -0.7980 0.75
N 2.5851 -8.6665 -2.1115 0.24
C 1.2066 -8.7574 -2.5516 -1.12
C 3.5166 -8.8652 -3.2185 -1.21
N 2.0678 -7.2613 0.4375 0.14
C 0.6286 -7.2497 0.2293 -1.08
C 2.4651 -6.0202 1.0996 -1.12
N 3.5585 -9.2054 0.1433 0.06
C 4.9823 -9.5479 0.2094 -0.99
C 2.7387 -10.3824 0.1150 -0.79
H 1.0764 -9.6688 -3.1429 0.41
H 0.9051 -7.8963 -3.1629 0.30
H 0.5081 -8.8538 -1.7255 0.32
H 3.8850 -9.8989 -3.2298 0.27
H 4.3842 -8.2060 -3.1395 0.39
H 3.0521 -8.6575 -4.1839 0.39
H 0.3338 -6.7106 -0.6817 0.35
H 0.1270 -6.7767 1.0745 0.40
H 0.2240 -8.2636 0.1975 0.26
H 2.1900 -5.1380 0.5128 0.37
H 3.5470 -5.9933 1.2529 0.31
H 2.0038 -5.9479 2.0863 0.41
H 5.3409 -10.0181 -0.7187 0.32
H 5.1849 -10.2249 1.0425 0.34
H 5.5785 -8.6460 0.3786 0.33
H 2.8910 -10.9897 -0.7883 0.25
H 1.6786 -10.1463 0.1990 0.17
H 2.9839 -11.0019 0.9817 0.37

***

No. 3
138
Properties=species:S:1:pos:R:3:mulliken_charge:R:1 method="wB97M-V/def2-TZVPD" homo_ev=-8.0 lumo_energy_ev=-0.778 max_force_ev_per_a=6.8
C 2.7737 1.3752 1.5317 -0.90
C 3.8216 0.4126 0.9687 -0.44
N 3.2719 -0.6649 0.1221 0.39
C 2.7658 -1.8048 0.9140 -0.83
C 3.9446 -2.5859 1.5259 -1.79
C 2.3972 -0.2232 -0.8285 0.30
S 2.7732 0.9754 -1.8916 -0.29
S 0.7470 -0.9218 -0.8735 -0.27
C -0.1922 0.5675 -0.4177 -0.19
C -1.5690 0.6136 -1.0359 -1.46
C -2.5564 -0.2876 -0.3066 -1.49
C -2.4150 -0.3009 1.1960 1.12
C -2.4409 0.9435 2.0147 1.10
C -2.6418 2.3431 1.4418 -0.10
C -1.3636 3.0843 1.0619 -1.38
F -3.5508 2.3723 0.3978 -0.36
C -2.2727 0.9042 3.3418 -0.87
C -2.0900 -0.3011 4.0392 0.30
N -1.9312 -0.4686 5.3441 -0.44
S -1.7877 -2.0728 5.5509 -0.04
N -1.9012 -2.5524 4.0441 -0.51
C -2.0710 -1.4745 3.2653 0.13
C -2.2416 -1.4648 1.8523 0.05
C -2.2122 -2.8091 1.1870 -2.03
H 2.1190 0.8766 2.2447 0.09
H 3.3247 2.1125 2.1139 0.60
H 2.2324 1.9158 0.7649 0.27
H 4.5110 1.0095 0.3821 0.27
H 4.3830 0.0357 1.8168 0.02
H 2.2218 -2.5159 0.3145 1.02
H 2.1622 -1.3831 1.7185 0.42
H 3.5744 -3.5799 1.7654 0.40
H 4.6592 -2.7202 0.7169 0.34
H 4.3986 -2.0878 2.3732 0.31
H -0.2122 0.6315 0.6640 -0.57
H 0.3854 1.4196 -0.7657 0.99
H -1.8952 1.6475 -1.0750 0.29
H -1.5191 0.3010 -2.0750 0.87
H -3.5947 -0.1063 -0.5787 0.24
H -2.3519 -1.2911 -0.6558 0.40
H -3.1180 2.9211 2.2280 0.71
H -1.3644 4.0676 1.5226 0.42
H -0.4580 2.5807 1.3733 0.10
H -1.3356 3.2616 -0.0081 0.48
H -2.2700 1.8313 3.9027 0.62
H -1.6819 -2.7802 0.2414 0.51
H -1.7662 -3.5670 1.8204 0.82
H -3.2309 -3.1337 0.9747 0.18
C 0.6144 -4.1596 2.6722 0.30
C 0.7121 -3.7066 4.1094 0.07
O 0.4045 -2.3116 4.1962 -0.74
H 1.2987 -3.5936 2.0441 -0.44
H 0.8430 -5.2186 2.5641 0.48
H -0.3978 -3.9798 2.2993 -0.34
H 1.7123 -3.8462 4.5055 -0.14
H 0.0130 -4.2724 4.7363 0.30
H -0.4848 -2.1919 3.8468 0.32
C 7.6323 1.2420 4.7765 -1.13
C 6.2699 0.6430 4.4814 -0.01
O 6.3761 -0.7324 4.1263 -0.48
H 8.2849 1.1437 3.9088 0.30
H 7.5497 2.2982 5.0366 0.34
H 8.1125 0.7171 5.6058 0.33
H 5.8012 1.1546 3.6415 0.15
H 5.6102 0.7351 5.3509 0.26
H 6.7768 -1.1959 4.8674 0.27
C 6.2655 3.9075 -2.0623 -0.91
C 7.1054 2.6839 -2.3839 -0.25
O 6.4718 1.4896 -1.9430 -0.45
H 6.0841 3.9711 -0.9883 0.22
H 6.7616 4.8231 -2.3899 0.37
H 5.2921 3.8447 -2.5536 0.23
H 8.0690 2.7375 -1.8781 0.28
H 7.2862 2.6187 -3.4623 0.27
H 5.6214 1.4281 -2.3939 0.24
C -5.1590 -0.2737 -3.9150 -0.87
C -3.8401 0.4732 -3.8642 -0.12
O -2.7350 -0.4227 -3.7472 -0.47
H -5.2839 -0.8843 -3.0184 0.25
H -5.9986 0.4172 -3.9930 0.14
H -5.1888 -0.9480 -4.7734 0.34
H -3.8058 1.1315 -2.9957 0.15
H -3.7102 1.0834 -4.7639 0.36
H -2.7424 -1.0037 -4.5136 0.28
C 1.3691 1.8440 -6.2894 -0.69
C 2.5889 0.9580 -6.4575 -0.30
O 3.5361 1.1581 -5.4102 -0.48
H 1.6626 2.8957 -6.2716 0.18
H 0.6627 1.6918 -7.0980 0.17
H 0.8697 1.6313 -5.3396 0.31
H 3.1008 1.1822 -7.3929 0.26
H 2.2934 -0.0970 -6.4724 0.25
H 3.0908 0.9500 -4.5822 0.22
C -6.3705 0.5646 1.3123 -0.97
C -6.8523 -0.7577 0.7597 -0.35
O -6.0152 -1.8085 1.2312 -0.47
H -5.3307 0.7373 1.0353 0.21
H -6.9837 1.3872 0.9383 0.42
H -6.4071 0.5695 2.4053 0.30
H -6.7956 -0.7696 -0.3288 0.24
H -7.8929 -0.9469 1.0483 0.32
H -6.0559 -1.8132 2.1920 0.29
C -0.0928 4.9217 -9.1985 -1.03
C 0.7669 3.7093 -9.5040 -0.24
O 0.1403 2.5034 -9.0720 -0.47
H -0.2939 4.9835 -8.1286 0.27
H 0.3985 5.8420 -9.5176 0.33
H -1.0571 4.8494 -9.7075 0.31
H 1.7192 3.7739 -8.9797 0.28
H 0.9695 3.6436 -10.5780 0.30
H -0.6984 2.4239 -9.5366 0.26
C -0.4082 -1.1004 7.2366 -1.20
C -1.6285 -0.6282 8.0058 -0.46
O -2.3834 0.3145 7.2508 -0.62
H 0.2315 -0.2558 6.9785 0.30
H 0.1742 -1.8173 7.8191 0.42
H -0.7044 -1.5735 6.3005 0.61
H -1.3352 -0.1339 8.9313 0.38
H -2.2725 -1.4784 8.2606 0.28
H -2.6607 -0.1186 6.4353 0.58
C 5.3878 -5.7212 4.1899 -1.13
C 3.9693 -5.5014 4.6812 -0.16
O 3.0109 -6.0042 3.7486 -0.44
H 5.5347 -5.2336 3.2257 0.27
H 6.1149 -5.3231 4.8991 0.33
H 5.5874 -6.7864 4.0505 0.36
H 3.7704 -4.4378 4.8001 0.19
H 3.8176 -5.9904 5.6493 0.38
H 3.1760 -6.9463 3.6467 0.27
C -9.0482 2.1656 -4.9057 -0.97
C -8.3362 1.8769 -6.2148 -0.28
O -7.7062 0.5977 -6.1960 -0.49
H -8.3446 2.1243 -4.0733 0.23
H -9.5153 3.1513 -4.9214 0.34
H -9.8222 1.4186 -4.7145 0.31
H -7.5526 2.6113 -6.3936 0.28
H -9.0423 1.9173 -7.0508 0.29
H -8.3900 -0.0628 -6.0510 0.29